[1]
The following is a DFT calculation (ωB97M-V with the def2-TZVPD basis set) of a structure of composition C24H36BrFeN8O2PS.

The geometry in XYZ format:
```
74
Properties=species:S:1:pos:R:3:forces:R:3:lowdin_charge:R:1
Br -4.6509 5.1455 -3.4118 0.0004 0.0022 -0.0033 0.7768
Fe 0.1096 0.0493 -0.8960 0.4082 -0.1114 0.3264 0.4423
S 0.6840 -4.2476 -2.5233 0.0070 -0.0096 -0.0255 0.6152
P 1.6192 -0.5952 0.6824 -0.1289 -0.2467 -0.5042 1.0606
O -1.2407 1.1606 -1.9378 -0.0874 0.0623 0.0242 0.0108
O -0.1683 1.7881 -0.1695 0.0108 0.3978 0.1220 -0.0959
N 2.8691 2.2036 -3.1002 -0.0039 0.0052 0.0033 -0.1060
N 0.2854 -1.6201 -1.7247 0.1536 -0.1767 -0.1882 -0.0465
N 4.1975 -0.6637 1.5592 -0.1119 0.0756 0.0105 -0.1389
N 1.6033 0.7861 -2.0072 0.0251 0.0334 -0.1543 -0.0256
N 2.4326 -0.6318 3.2624 -0.0088 0.1218 0.0409 -0.1420
N -1.3588 -0.5937 0.2107 -0.2613 -0.1616 0.1118 0.0652
N -3.3091 -1.6663 0.8598 -0.0131 -0.0156 -0.0082 -0.0662
N 2.8383 -2.6658 1.9577 -0.0593 0.0371 -0.0092 -0.1373
C -4.4601 -2.5269 0.5523 0.0049 0.0645 0.0237 -0.1934
C 3.1575 0.9556 -3.5933 0.0004 0.0349 0.0124 -0.0239
C 1.3708 -0.0718 2.4283 0.0646 -0.0357 0.0244 -0.2718
C -2.0381 -2.1763 2.9638 0.0012 -0.0176 -0.0007 -0.0610
C -4.1660 -4.0089 0.7291 -0.0096 -0.0304 0.0043 -0.0556
C 4.1461 -2.1270 1.5907 0.0672 -0.0617 -0.0254 -0.1736
C 1.8394 -2.4076 0.9226 -0.0094 0.0475 0.1437 -0.2725
C -1.0303 2.0596 -1.0841 -0.1188 -0.0099 -0.2022 -0.5459
C -2.6800 3.5953 -2.0875 0.0054 0.0298 -0.0213 -0.0520
C -3.0945 -1.3243 2.2655 -0.0530 0.0133 -0.0013 -0.1848
C -3.2996 4.8305 -2.1327 0.0188 -0.0105 0.0034 -0.6747
C 3.7569 -0.1515 2.8577 -0.0318 -0.0467 0.0118 -0.1749
C -1.6923 3.3757 -1.1327 -0.0224 -0.0006 0.0342 -0.1341
C 3.4269 3.4681 -3.5607 0.0093 -0.0353 0.0303 0.0116
C -1.9496 5.6110 -0.3073 0.0102 -0.0168 0.0001 -0.0543
C 2.3691 0.0843 -2.9121 0.0142 -0.0531 -0.0403 -0.0916
C -2.9401 5.8411 -1.2517 -0.0142 0.0155 -0.0024 -0.1046
C 3.3819 -0.1238 0.4706 0.0711 0.1301 0.1807 -0.2771
C 1.9294 2.0585 -2.1563 0.1231 0.0321 0.0738 -0.1090
C 2.4354 -2.0949 3.2413 0.0283 -0.0396 0.0117 -0.1752
C 0.4526 -2.7317 -2.0738 -0.0316 -0.0251 0.1016 -0.9467
C -1.3236 4.3768 -0.2399 -0.0415 -0.0024 0.0225 -0.0132
C -2.7159 -1.6557 -1.5061 -0.1169 0.0682 -0.0119 0.0098
C -2.4288 -1.2888 -0.0831 0.0098 0.0251 0.0381 -0.3392
H -3.3010 -4.3138 0.1386 -0.0006 0.0059 -0.0093 0.0790
H 2.9544 3.7728 -4.4921 0.0106 -0.0005 -0.0098 0.1019
H 2.1371 -2.8591 -0.0248 0.0417 -0.0291 0.0110 0.0793
H 4.4976 3.3567 -3.7106 0.0010 0.0046 -0.0085 0.0996
H -2.8599 -0.2577 2.3416 0.0357 -0.0199 -0.0213 0.1228
H -5.2697 -2.2177 1.2135 -0.0124 -0.0098 -0.0028 0.1221
H 3.7555 0.9395 2.8370 -0.0126 0.0006 -0.0111 0.1306
H 4.4716 -0.4801 3.6130 0.0198 -0.0039 -0.0167 0.1330
H -2.7887 -2.7366 -1.6251 0.0249 -0.0054 0.0006 0.0976
H -2.3751 -3.2054 3.0754 0.0044 0.0043 -0.0101 0.0731
H 3.4606 0.9668 0.4491 0.0317 -0.0106 0.0109 0.1004
H 4.8721 -2.4731 2.3277 0.0038 0.0119 -0.0003 0.1335
H -1.9437 -1.2798 -2.1608 -0.0022 0.0220 0.0033 0.0535
H 0.4001 -0.4214 2.7904 0.0206 0.0011 0.0088 0.0787
H -4.7997 -2.3196 -0.4583 0.0238 -0.0224 -0.0009 0.1066
H 0.8869 -2.8611 1.2069 -0.0221 0.0001 -0.0455 0.0952
H -2.9487 2.8095 -2.7794 0.0006 -0.0088 0.0089 0.1183
H -3.9702 -4.2555 1.7725 0.0062 0.0038 -0.0074 0.0681
H 1.5408 2.8885 -1.5917 -0.0857 -0.0268 0.0255 0.1464
H -3.4348 6.8010 -1.3055 0.0011 0.0002 0.0008 0.1082
H -1.6726 6.4001 0.3784 -0.0049 -0.0002 0.0012 0.1133
H 1.4416 -2.4627 3.5046 0.0005 0.0068 -0.0066 0.1270
H -1.2887 -0.3641 1.1928 0.0114 0.0350 -0.0104 0.0514
H 4.4336 -2.5178 0.6136 -0.0016 -0.0025 0.0018 0.1342
H -1.8300 -1.7797 3.9583 -0.0126 0.0016 -0.0012 0.0873
H 3.7443 -0.4943 -0.4871 0.0083 -0.0610 -0.0817 0.0922
H -5.0225 -4.5997 0.4044 -0.0038 0.0049 0.0083 0.0850
H -3.6669 -1.2142 -1.8068 0.0029 -0.0130 -0.0040 0.1028
H 2.2901 -0.9819 -3.0248 -0.0257 0.0128 0.0263 0.1045
H 3.2553 4.2266 -2.8016 -0.0104 0.0081 -0.0124 0.0967
H -4.0533 -1.4443 2.7668 0.0053 -0.0039 0.0173 0.1242
H -0.5620 4.1783 0.5022 0.0009 0.0044 -0.0145 0.1183
H 3.1396 -2.4356 4.0015 0.0023 -0.0109 -0.0057 0.1337
H 3.8806 0.7999 -4.3741 -0.0047 0.0022 -0.0021 0.1324
H -1.1048 -2.1985 2.4000 0.0160 -0.0074 -0.0050 0.0406
H 1.3719 1.0181 2.4914 0.0163 0.0166 0.0054 0.1035
```
Positions in Å, forces in eV/Å.

Calculated values
Charge: +1
⟨S²⟩: 0.776
E_HOMO (alpha / beta) (eV): -10.730 / -10.678
Frontier orbital gap (alpha / beta) (eV): 8.1 / 7.4
2S+1: 2

[2]
The following is a DFT calculation (ωB97M-V with the def2-TZVPD basis set) of the molecule C2H6Cl2NP.

The geometry in XYZ format:
```
12
Properties=species:S:1:pos:R:3:forces:R:3:lowdin_charge:R:1
Cl -0.9594 -2.3471 0.8647 -0.2674 -0.4933 -0.0004 0.3341
Cl -0.2718 -2.0174 -2.6150 0.1857 0.6029 2.3078 -0.1087
P -0.0051 -1.0694 -0.3198 1.5863 0.6728 -2.1278 0.2152
N -0.3618 0.4071 -0.2901 -0.3790 -0.1305 -0.1305 -0.3477
C -1.6702 1.0123 -0.2758 -0.6337 -0.3365 -1.2630 -0.2159
C 1.8552 -1.1113 -0.1020 -3.4760 -0.0955 -0.0521 -0.1708
H -2.3856 0.2512 0.1365 0.1638 1.3329 0.3411 0.0556
H 1.9845 -0.0610 -0.0372 0.5709 0.8485 0.6756 0.0267
H 2.0857 -1.3903 -1.0843 1.3491 -1.2316 -1.0220 -0.0038
H 1.9649 -1.7213 0.7704 1.0485 -0.3741 0.1335 0.0347
H -2.0578 1.1400 -1.3611 0.7636 0.2948 1.6544 0.0965
H -1.5306 1.9954 0.2573 -0.9119 -1.0904 -0.5165 0.0842
```
Positions in Å, forces in eV/Å.

Calculated values
E_HOMO (eV): -9.575
Structure (SMILES): CN=P(C)(Cl)Cl
Frontier orbital gap (eV): 8.9

[3]
The following is a DFT calculation (ωB97M-V with the def2-TZVPD basis set) of a cluster of 40 separate species, H80O40 in total.

The geometry in XYZ format:
```
120
Properties=species:S:1:pos:R:3:forces:R:3:lowdin_charge:R:1
O 1.1802 4.0982 1.3161 1.8358 -0.1152 0.4229 -0.0451
O -4.3747 0.2954 -4.4170 -1.4619 0.0674 0.4351 -0.0881
O -4.4820 -0.6503 2.9495 0.1062 -0.1526 0.6084 -0.0723
O 0.9082 4.4693 -2.0400 1.4976 -0.2070 -0.7359 -0.1044
O -4.2871 4.6240 1.3102 -0.0099 -0.0319 -0.4967 -0.0485
O -1.9297 -4.2303 -2.6990 0.0318 -0.2142 1.9672 -0.0610
O 2.2910 3.9152 -4.2023 -0.8454 0.0244 -1.3304 -0.0518
O -1.7354 4.4796 2.3706 -0.6551 -0.4358 -0.1405 -0.0946
O -0.5070 0.8747 4.5588 0.4324 0.3835 0.7824 -0.0698
O 3.6410 2.3215 2.0183 -0.5547 1.9474 -0.0497 -0.0689
O 1.5285 -3.1904 -2.4111 0.2869 0.6917 -0.4092 -0.0685
O 2.0225 -2.7362 -5.4201 0.2746 0.4807 0.5414 -0.0801
O 1.5559 1.9061 -0.1952 0.0905 -0.5436 -0.0521 -0.0628
O 3.7905 0.5708 -4.5726 0.8104 0.3677 -1.1449 -0.0949
O -0.1727 -5.0506 3.4680 -0.2940 0.4140 -0.2860 -0.0546
O 2.9494 -4.2376 -0.3511 0.0418 -1.6588 -1.8925 -0.0514
O 2.9109 -2.3856 1.4677 -0.2912 0.4832 0.3165 -0.0651
O -1.8092 2.1612 0.5845 -0.1337 -0.9596 0.7855 -0.0720
O 5.6454 0.4926 0.0154 -0.7499 0.0809 0.4239 -0.0741
O 4.9339 -0.1591 2.5794 0.8772 -0.6737 0.0740 -0.0390
O 3.1682 0.0367 -1.9928 -3.8063 -1.3138 -0.6727 -0.1093
O -3.8656 -3.8468 -0.5304 0.0892 0.3352 0.7772 -0.0735
O -3.7115 -1.5070 -2.1558 -0.4286 0.5646 -0.7407 -0.0737
O -0.9876 3.2016 -4.3698 0.4535 0.8019 -0.3366 -0.0766
O -2.6444 1.7823 3.5179 -1.4619 -0.3074 -0.4970 -0.0729
O -0.8861 1.0808 -2.6911 0.1679 0.1289 0.3913 -0.0737
O 0.7652 -1.3701 -0.7278 -0.3950 1.9307 0.4730 -0.0895
O -3.9469 2.0014 -2.1199 0.5449 1.6042 -0.3553 -0.1047
O 0.7141 -0.3733 -5.5600 1.4019 0.3449 -1.0319 -0.0648
O 1.6834 4.2840 4.5584 -0.3359 -0.0362 -0.1363 -0.0643
O -3.9239 -0.8181 0.1664 0.3346 0.6662 2.0963 -0.1094
O 4.9893 -2.1081 -1.3060 0.3846 -1.2720 1.6298 -0.0505
O -2.8273 -4.4771 2.2321 -0.0216 -0.0837 -0.2090 -0.0561
O -5.9364 1.6806 2.3511 -0.1637 0.4010 0.2100 -0.0700
O -1.6280 -2.2927 0.3257 -1.0801 -1.7538 0.0288 -0.0871
O 2.7500 -5.0464 2.4553 -0.2081 0.4004 0.6024 -0.0459
O -1.8215 3.5342 -1.4184 0.9654 1.0109 -0.7749 -0.1081
O 0.5404 -2.4705 4.7602 -0.2940 -0.1302 -0.1744 -0.0385
O 1.2442 0.2319 2.3304 0.1345 -0.0354 0.0162 -0.0568
O 3.8113 -2.4339 4.3070 2.2423 0.1070 -0.3801 -0.0545
H -1.9005 -1.9809 1.2035 0.2434 -0.4126 -0.0143 0.0514
H 3.6281 -5.4221 2.4704 0.1298 -0.2767 -0.1983 0.0395
H 0.8294 4.1462 4.1163 0.3505 0.0287 0.1359 0.0213
H 3.7076 -2.1034 1.0141 0.1934 0.2281 -0.1437 0.0292
H -3.8991 5.1533 2.0100 -0.1830 0.0784 0.3262 0.0284
H 2.7780 -1.7132 2.1539 0.0879 -0.2093 -0.3139 0.0124
H 2.0331 4.8096 -4.4583 0.5795 0.6282 0.2020 0.0591
H -2.4634 3.9286 1.9719 1.2592 0.2184 0.4072 0.0115
H -4.7407 3.8911 1.7370 -0.2373 0.0461 0.1775 0.0228
H 5.4096 0.6856 0.9424 0.7415 -0.0899 -0.1640 -0.0056
H 4.3210 1.3477 -4.3003 -0.9049 -0.8281 0.2337 0.0453
H -1.8533 -3.3947 -3.1658 0.0659 -0.5765 -1.0588 0.0303
H -4.1717 -0.8841 2.0616 -0.2231 0.2870 -0.6421 -0.0035
H 1.0599 0.2047 1.3778 0.1325 -0.2710 -0.0853 0.0195
H 0.3496 4.2123 1.7528 -1.2048 0.1806 -0.1251 -0.0106
H -1.6109 0.5887 -2.2635 0.3227 -0.1620 -0.6787 0.0296
H -5.2586 0.0477 -4.0714 0.5382 -0.7695 -0.4842 0.0514
H 1.1351 -1.9657 5.3138 0.1308 0.0774 0.2447 0.0323
H 1.5826 2.2501 -1.1021 0.2054 0.2775 0.4247 0.0327
H 0.2687 0.3507 4.3584 -0.0192 -0.1409 -0.3858 -0.0033
H -1.7693 2.1586 3.6172 0.0346 0.5420 0.3973 0.0103
H -5.0879 1.8553 1.9393 0.2132 -0.1361 -0.3282 -0.0020
H -5.7124 0.8816 2.8466 0.1152 -0.1202 -0.0485 -0.0032
H -3.4754 -0.9949 -2.9418 0.0600 -0.3734 -0.2817 0.0187
H 2.1526 2.4127 0.3874 -1.1182 0.0089 -0.7890 -0.0029
H -1.6666 5.2015 1.7424 0.1230 0.3183 -0.1345 0.0328
H -0.9297 3.1490 -1.2296 -1.3396 0.0933 0.1364 0.0338
H 2.2121 0.2584 -1.7740 1.3117 1.1065 1.1126 0.0407
H 1.6527 3.4757 -4.8090 0.5594 -0.6754 0.5867 0.0702
H -2.5519 1.5281 0.6078 0.4645 0.0831 -0.0733 0.0453
H -2.1367 -3.1750 0.1975 1.1175 2.2818 0.7420 0.0695
H -4.3284 2.8141 -2.4936 -0.9309 -0.3918 -0.0508 0.0398
H -0.7049 0.7704 -3.5979 -0.5172 -0.1530 0.7700 0.0163
H 3.5732 -3.3549 4.4289 -1.3563 0.6413 0.1867 0.0348
H 2.1420 -5.7117 2.1353 0.0494 -0.3866 -0.0895 0.0362
H -3.0148 -1.1922 0.0597 -1.3658 0.2551 -0.9829 -0.0032
H -0.1953 -1.3909 -0.5106 1.2709 -0.9902 -0.2645 0.0136
H -1.2773 0.4134 4.2221 -0.1524 -0.2396 -0.1558 0.0216
H -4.4367 1.1851 -4.0464 1.1217 0.3971 0.0757 -0.0012
H -4.6649 -4.0701 -1.0154 0.4801 -0.2807 -0.3403 0.0597
H 3.3759 3.2572 2.2698 0.2667 -1.5359 -0.0333 0.0843
H 0.1514 0.3753 -5.3921 -0.6901 -0.2218 0.4545 0.0056
H 3.2788 -1.6632 4.4757 -0.8354 -0.7402 0.3277 0.0102
H 3.5748 2.3746 1.0501 0.6393 -0.3729 0.3310 0.0315
H 0.0735 4.0643 -2.2732 -0.2665 0.0079 0.0218 -0.0432
H 0.9375 -3.7483 -2.9157 0.1409 -0.4353 0.0676 0.0355
H -1.7735 2.9460 -3.8793 -0.1192 -0.3090 0.2173 0.0041
H 4.7869 0.0902 -0.1815 -0.1798 0.0699 -0.8958 0.0020
H -3.3186 2.1720 4.0993 0.8750 0.0115 -0.1412 0.0623
H -2.0910 4.0079 -0.6109 0.2163 -0.4845 -0.2670 0.0566
H 4.6323 -2.0395 -2.1861 0.3290 1.0032 -0.1882 0.0291
H -4.4138 -0.7639 -0.6653 0.8517 -0.3218 0.0579 0.0235
H 1.4713 4.2427 5.4965 0.0094 -0.0506 -0.0350 0.0323
H -3.1160 2.5034 -1.8926 0.1673 -1.1481 0.4784 -0.0110
H 2.1854 -3.6895 -1.9036 0.0784 -0.6956 -0.1012 0.0085
H 1.5184 1.1486 2.4692 0.0135 -0.0341 0.0135 0.0247
H 1.5532 4.1854 -2.7896 -1.2246 0.2879 1.4496 0.0147
H -3.3270 -2.3810 -2.1028 0.1676 -0.1920 -0.2245 -0.0073
H 3.8466 -4.0835 -0.0670 0.0678 0.4924 0.2555 0.0370
H -2.0322 -5.0840 -3.1305 0.0739 0.7921 -0.9382 0.0535
H 1.2088 -2.2210 -0.7990 -1.0149 -0.0199 -0.0830 -0.0096
H -3.5000 -3.8332 2.4687 0.0716 0.1083 0.0619 0.0287
H -3.0567 -4.2345 -0.8923 -0.7802 -0.5618 -0.7997 0.0099
H -1.0380 1.6786 0.2390 -0.2606 -0.0029 0.2570 0.0335
H -0.6523 3.9561 -3.8549 -0.3039 -0.2249 -0.4449 0.0074
H -0.5707 -4.5777 4.2040 0.0925 -0.1257 0.4772 0.0257
H 2.6940 -0.7582 -2.3903 1.9309 -0.1195 0.2749 0.0498
H 4.3457 0.5679 2.7228 -0.7643 1.0203 0.1974 -0.0048
H 2.2612 -2.3221 -6.2534 -0.0658 0.0001 -0.3097 0.0398
H 2.3086 -2.0448 -4.7896 -0.0604 -0.6947 -0.1681 0.0202
H 1.2032 4.4313 0.4174 -0.7059 0.2075 -0.2434 0.0241
H 5.5164 -1.3875 -0.9192 -0.3411 0.0154 -1.2490 0.0209
H 5.8147 0.1849 2.7858 -0.2436 -0.2157 0.1754 0.0686
H -2.0286 -4.2932 2.7415 -0.0273 -0.1583 0.0395 -0.0044
H 0.5756 -2.0343 3.9028 0.0627 0.1501 -0.1706 0.0258
H 0.5511 -1.2173 -5.1424 -0.8862 0.0563 0.4096 0.0029
H 2.3477 -3.6948 0.1297 -0.0516 0.7598 1.3215 -0.0063
H 0.3505 -4.3408 3.0734 0.3788 -0.2397 -0.0571 0.0221
H -5.2471 -1.2081 3.0921 -0.1468 -0.3233 -0.0083 0.0412
H 3.0706 0.4102 -3.9576 0.3728 0.6389 0.4078 -0.0273
```
Positions in Å, forces in eV/Å.

Calculated values
Charge: -1
⟨S²⟩: 0.751
E_HOMO (alpha / beta) (eV): -0.242 / -7.943
Frontier orbital gap (alpha / beta) (eV): 2.0 / 9.7
2S+1: 2

[4]
The following is a DFT calculation (ωB97M-V with the def2-TZVPD basis set) of a cluster of 2 separate species, C3H7OP in total.

The geometry in XYZ format:
```
12
Properties=species:S:1:pos:R:3:forces:R:3:lowdin_charge:R:1
P 0.0721 1.1295 0.9684 -1.0684 -1.8343 2.1141 0.8601
O 1.0198 2.2130 1.1187 1.3162 1.2443 0.1281 -0.4820
C -0.4811 -0.5308 -1.4871 2.3683 3.1096 -4.2850 -0.1102
C 0.3398 -0.1828 2.4650 -0.6131 -0.5770 -0.8492 -0.3025
C -0.3778 0.0334 -2.7361 -0.7703 -2.7658 2.9912 -0.0240
H -1.3588 -0.9593 -1.2079 -2.1505 -1.3354 1.1410 0.0165
H -0.5024 -0.9251 2.3586 0.4788 0.8442 0.2401 0.0131
H 0.4992 0.4092 -3.1615 1.2186 0.8987 -0.1821 0.0293
H 0.3340 -0.3133 -0.8507 0.5692 -0.6231 0.7763 -0.0520
H -1.1426 -0.2384 -3.4008 -1.1124 0.2065 -1.0247 0.0250
H 1.2244 -0.8370 2.4370 0.1275 0.4297 -0.5626 0.0113
H 0.3735 0.2017 3.4963 -0.3639 0.4027 -0.4871 0.0153
```
Positions in Å, forces in eV/Å.

Calculated values
E_HOMO (eV): -9.060
Structure (SMILES): CP=O.C=C
Frontier orbital gap (eV): 8.5

Values of calculated total energy, in order: -166038.98771 -37994.81642 -83197.67246 -14558.44111, all in eV.
Values of maximum force, in order: 0.0112 0.0676 0.0794 0.1128, all in Eh/bohr.
Values of ΔE to the lowest compared entry with this formula, charge and spin, in order: 0.029 0.909 2.570 1.778, all in eV.